(1)
10
Properties=species:S:1:pos:R:3 method="wB97M-V/def2-TZVPD" e_above_lowest_kcal_mol=165.3 energy_ha=-322.02840 spin_multiplicity=1 molar_mass_g_mol=93.08 homo_lumo_gap_ha=0.3386
C -0.465 -1.037 1.585
C -0.450 0.242 1.816
C -0.084 0.432 0.450
C 0.961 -0.348 -0.156
O 0.890 -0.170 -1.518
N -0.194 0.610 -1.808
C -0.763 0.976 -0.703
H 0.388 -1.432 0.522
H 1.979 -0.437 0.213
H -1.648 1.598 -0.733

(2)
10
Properties=species:S:1:pos:R:3 method="wB97M-V/def2-TZVPD" e_above_lowest_kcal_mol=127.5 energy_ha=-322.08868 spin_multiplicity=1 molar_mass_g_mol=93.08 homo_lumo_gap_ha=0.2976
N 2.981 -0.802 -0.112
C 2.019 -0.144 -0.032
C 0.816 0.514 -0.073
C -0.057 1.362 0.445
O -1.189 1.677 0.706
C -1.857 -0.846 -0.258
C -0.809 -1.426 -0.418
H 0.871 2.093 0.462
H -2.797 -0.353 -0.133
H 0.023 -2.076 -0.588

(3)
10
Properties=species:S:1:pos:R:3 method="wB97M-V/def2-TZVPD" e_above_lowest_kcal_mol=80.1 energy_ha=-322.16412 spin_multiplicity=1 molar_mass_g_mol=93.08 homo_lumo_gap_ha=0.3235
N 3.061 -0.685 -0.069
C 1.953 -0.342 -0.074
C 0.655 0.201 -0.010
C 0.264 1.494 0.258
O -1.009 1.594 0.228
C -1.622 -1.136 -0.122
C -0.664 -0.284 -0.121
H 0.949 2.311 0.451
H -2.660 -1.151 -0.429
H -0.928 -2.002 -0.113

(4)
10
Properties=species:S:1:pos:R:3 method="wB97M-V/def2-TZVPD" e_above_lowest_kcal_mol=50.5 energy_ha=-322.21130 spin_multiplicity=1 molar_mass_g_mol=93.08 homo_lumo_gap_ha=0.3532
N -3.033 0.716 0.648
C -1.911 0.443 0.538
C -0.532 0.150 0.501
C 0.404 0.147 1.470
O 1.509 -0.192 0.792
C 0.865 -0.403 -1.683
C 0.534 -0.207 -0.430
H 0.343 0.350 2.524
H 1.836 -0.735 -2.055
H -0.015 -0.269 -2.305

(5)
10
Properties=species:S:1:pos:R:3 method="wB97M-V/def2-TZVPD" e_above_lowest_kcal_mol=55.7 energy_ha=-322.20298 spin_multiplicity=1 molar_mass_g_mol=93.08 smiles="C#CCC(=O)C#N" homo_lumo_gap_ha=0.3706
O 2.245 0.047 0.773
C 1.035 0.083 0.737
C 0.460 0.438 -0.606
C -0.856 -0.091 -1.019
C -1.956 -0.474 -1.338
C 0.280 -0.269 1.936
N -0.239 -0.569 2.925
H 1.458 0.157 -1.022
H 0.491 1.524 -0.740
H -2.918 -0.847 -1.646

(6)
10
Properties=species:S:1:pos:R:3 method="wB97M-V/def2-TZVPD" e_above_lowest_kcal_mol=41.0 energy_ha=-322.22639 spin_multiplicity=1 molar_mass_g_mol=93.08 smiles="C#CCC(=O)C#N" homo_lumo_gap_ha=0.3757
O 0.702 -0.144 2.269
C 0.707 0.012 1.077
C -0.323 0.830 0.315
C -1.017 0.014 -0.683
C -1.575 -0.685 -1.487
C 1.775 -0.593 0.242
N 2.626 -1.037 -0.403
H 0.195 1.665 -0.177
H -1.018 1.242 1.051
H -2.071 -1.304 -2.203